Entry 1:
Below is a structure of composition C22H43N2P3STl, with properties calculated with ωB97M-V with the def2-TZVPD basis set.

The geometry in XYZ format:
```
72
Properties=species:S:1:pos:R:3:lowdin_charge:R:1
Tl 0.319 0.315 0.187 0.369
P 2.717 1.738 1.340 0.739
P 1.951 -0.347 -1.945 0.781
P -0.890 0.727 2.685 0.775
H -3.125 -7.986 -1.906 0.065
C -3.952 -7.425 -1.458 -0.093
C -4.789 -6.695 -2.207 -0.082
H -4.671 -6.628 -3.294 0.066
C 3.757 0.566 2.303 -0.257
C 3.979 2.550 0.293 -0.254
C 2.422 3.033 2.600 -0.255
C 0.875 -1.220 -3.134 -0.248
C 2.962 0.748 -2.994 -0.211
C 3.147 -1.657 -1.479 -0.234
C -2.508 -0.122 2.705 -0.236
C -1.277 2.377 3.357 -0.213
C -0.027 -0.095 4.077 -0.227
H -4.128 -7.584 -0.390 0.063
H -5.685 -6.233 -1.783 0.065
H 4.601 1.098 2.763 0.074
H 4.136 -0.218 1.634 0.043
H 3.145 0.094 3.084 0.039
H 4.722 3.043 0.936 0.072
H 3.499 3.301 -0.349 0.039
H 4.479 1.811 -0.347 0.046
H 3.381 3.492 2.880 0.071
H 1.941 2.611 3.494 0.037
H 1.761 3.801 2.177 0.051
H 1.427 -1.372 -4.073 0.080
H -0.027 -0.621 -3.319 0.045
H 0.553 -2.188 -2.726 0.056
H 3.920 0.268 -3.237 0.081
H 3.158 1.692 -2.467 0.026
H 2.423 0.968 -3.925 0.074
H 3.454 -2.201 -2.384 0.081
H 2.675 -2.353 -0.771 0.047
H 4.030 -1.207 -1.001 0.057
H -2.954 -0.021 3.705 0.081
H -2.384 -1.185 2.462 0.050
H -3.171 0.324 1.952 0.052
H -1.600 2.287 4.405 0.086
H -2.081 2.842 2.772 0.057
H -0.393 3.027 3.305 0.040
H -0.747 -0.269 4.890 0.078
H 0.804 0.524 4.447 0.054
H 0.376 -1.058 3.736 0.050
C -1.813 -2.310 -0.738 -0.677
C -1.040 -2.886 0.296 -0.125
C -0.861 -4.261 0.364 -0.019
C -1.533 -5.101 -0.534 0.022
C -2.351 -4.542 -1.524 -0.017
C -2.502 -3.169 -1.633 -0.050
S -1.961 -0.634 -0.942 0.788
H 1.331 -0.915 1.133 0.073
H -0.559 -2.232 1.023 0.041
H -0.202 -4.685 1.124 0.132
H -1.446 -6.186 -0.446 0.133
H -2.907 -5.199 -2.194 0.088
H -3.143 -2.727 -2.394 0.127
N -1.717 6.469 -1.915 0.173
C -1.255 5.269 -1.486 -0.280
C -2.064 4.421 -0.697 0.023
C -1.552 3.187 -0.304 -0.156
N -0.303 2.783 -0.611 -0.053
C 0.477 3.588 -1.363 -0.132
C 0.045 4.829 -1.824 0.024
H -2.645 6.793 -1.685 0.129
H -1.157 7.081 -2.488 0.128
H -3.069 4.716 -0.402 0.130
H -2.170 2.490 0.278 0.093
H 1.483 3.222 -1.602 0.092
H 0.706 5.444 -2.433 0.130
```

Summary:
- HOMO level (spin up / spin down): -0.577 / -0.578 hartree
- DFT total energy: -2567.2524 a.u.
- Orbital gap (spin up / spin down): 4.5134 / 3.2966 eV
- LUMO energy (spin up / spin down): -11.2 / -12.4 eV
- Total charge: +3
- ΔE to the lowest compared entry with this formula, charge and spin: 2.677 eV
- 2S+1: 1

---

Entry 2:
Below is a cluster of 5 separate species, H8IO4 in total, with properties calculated with ωB97M-V with the def2-TZVPD basis set.

The geometry in XYZ format:
```
13
Properties=species:S:1:pos:R:3:nbo_charge:R:1
I -0.423 0.540 1.218 -0.929
O -1.616 -2.619 2.250 -0.962
H -1.156 -2.060 1.588 0.498
H -0.982 -3.311 2.462 0.450
O -0.327 3.796 -0.591 -0.968
H 0.031 3.082 -0.035 0.494
H -1.219 3.498 -0.789 0.463
O 1.761 1.113 -1.639 -0.972
H 1.466 0.955 -0.723 0.488
H 0.945 1.096 -2.147 0.465
O 0.324 -2.228 -0.828 -0.979
H 1.014 -2.558 -0.245 0.457
H 0.180 -1.304 -0.521 0.492
```

Summary:
- HOMO level: -0.174 hartree
- DFT total energy: -603.5685 a.u.
- Orbital gap: 8.1314 eV
- LUMO energy: 3.4 eV
- Total charge: -1
- ΔE to the lowest compared entry with this formula, charge and spin: 0.327 eV
- 2S+1: 1

---

What is the ΔE to the lowest compared entry with this formula, charge and spin in the second record? 0.327 eV